Molecular formula: C7H11N
Method: DFT, ωB97M-V/def2-TZVPD

Last column: natural (NBO) charge in e.
Element x y z (Å)
1 C -1.57756 -0.77836 0.22160  -0.416
2 C -1.62566 0.77902 0.17532  -0.406
3 C -0.35991 0.79820 -0.67672  -0.262
4 C 0.79744 1.17641 0.08710  -0.032
5 C 2.02791 0.02091 -0.42910  -0.362
6 C 0.99828 -0.84015 0.26874  -0.109
7 C -0.25245 -0.83580 -0.49660  -0.207
8 H -2.30485 -1.02516 -0.64271  0.218
9 H -1.44471 -1.27329 1.16372  0.206
10 H -1.47194 1.10809 1.19573  0.200
11 H -2.53531 1.14484 -0.29765  0.211
12 H -0.44851 1.04437 -1.71392  0.224
13 H 1.12955 2.04687 0.57517  0.226
14 H 2.29751 -0.21191 -1.58015  0.184
15 H 2.98969 0.04252 -0.00998  0.212
16 H 1.29242 -1.85347 0.47648  0.191
17 H 0.06357 -0.05911 1.79187  0.338
18 H -0.40185 -1.40743 -1.35890  0.202
19 N 0.82640 0.12343 1.25001  -0.619

Properties
Frontier orbital gap in eV: 10.153
E_LUMO in hartree: 0.041
Molar mass in g/mol: 109.172
Calculated total energy in eV: -8923.0214
Energy relative to the best compared isomer or geometry (same formula, charge and spin) in kJ/mol: 454.2
Spin multiplicity: 1
Net charge: 0

Molecular formula: C7H11N
Method: DFT, ωB97M-V/def2-TZVPD

Last column: natural (NBO) charge in e.
Element x y z (Å)
1 C 1.64049 -1.45968 -1.06906  -0.590
2 C 0.19261 -1.01955 -1.26277  -0.479
3 C -0.23515 -0.12875 -0.14071  0.260
4 C -1.08675 -0.58628 1.03482  -0.264
5 N -0.92205 -1.90683 1.66944  -0.779
6 C -0.87856 0.77625 1.44472  -0.019
7 C -0.13500 1.20714 0.25722  -0.096
8 C -0.02653 2.60323 -0.23098  -0.649
9 H 1.67766 -2.16901 -0.24178  0.230
10 H 1.99647 -1.95781 -1.97877  0.208
11 H 2.32917 -0.62770 -0.91572  0.205
12 H -0.43931 -1.90511 -1.21392  0.237
13 H 0.06141 -0.44207 -2.18710  0.222
14 H -2.10472 -1.00140 0.85941  0.316
15 H -0.94099 -1.64805 2.66429  0.308
16 H -1.11687 1.27041 2.38516  0.196
17 H 0.79642 2.81569 -0.91921  0.229
18 H -0.94513 2.89129 -0.75157  0.234
19 H 0.13682 3.28822 0.59654  0.230

Properties
Frontier orbital gap in eV: 5.621
E_LUMO in hartree: -0.033
Molar mass in g/mol: 109.172
Calculated total energy in eV: -8920.8020
Energy relative to the best compared isomer or geometry (same formula, charge and spin) in kJ/mol: 668.3
Spin multiplicity: 1
Net charge: 0

Molecular formula: C7H11N2
Method: DFT, ωB97M-V/def2-TZVPD

Last column: natural (NBO) charge in e.
Element x y z (Å)
1 C 3.25088 1.45449 -0.70700  -0.216
2 C 2.18000 0.80088 -0.29063  -0.094
3 C 1.11765 0.10052 -0.23322  0.470
4 C -1.05012 -1.05997 -0.71123  -0.236
5 C -1.96254 -0.12736 0.01036  -0.283
6 C 0.69175 -2.03355 0.64665  -0.419
7 C -1.67716 2.20407 0.44485  0.019
8 N 0.28657 -0.88766 -0.15549  -0.319
9 N -1.15549 1.10316 0.17341  -0.437
10 H 4.07002 1.28166 0.03067  0.250
11 H -1.35884 -2.13244 -0.65376  0.249
12 H -1.15509 -0.75246 -1.79625  0.241
13 H -3.02442 0.08423 -0.25437  0.249
14 H -2.12311 -0.55247 1.13538  0.207
15 H -0.15055 -2.58605 1.06348  0.230
16 H 1.28869 -2.71721 0.13604  0.232
17 H 1.10821 -1.64258 1.58775  0.234
18 H 3.44998 2.16471 -1.60126  0.281
19 H -1.03287 2.94655 0.65171  0.180
20 H -2.75356 2.35147 0.52291  0.162

Properties
Frontier orbital gap in eV: 8.185
E_LUMO in hartree: -0.192
Molar mass in g/mol: 123.179
SMILES: C=C=C=[N+](C)CCN=C
Calculated total energy in eV: -10405.9669
Energy relative to the best compared isomer or geometry (same formula, charge and spin) in kJ/mol: 555.0
Spin multiplicity: 1
Net charge: +1

Molecular formula: C7H11N2O
Method: DFT, ωB97M-V/def2-TZVPD

Last column: natural (NBO) charge in e.
Element x y z (Å)
1 C 2.11689 0.21728 -0.82721  0.191
2 C 1.09309 1.18802 -0.31902  0.321
3 C 1.14202 0.33258 1.10416  0.464
4 C -2.62607 0.77504 1.00160  -0.609
5 C 2.79747 -1.65838 0.52480  -0.472
6 C -2.34336 0.07338 -0.37505  -0.426
7 C -1.13159 0.44353 -1.16810  -0.279
8 N -0.19929 0.99992 -0.26768  -0.197
9 N 2.24167 -0.48710 0.24892  -0.255
10 O 1.51545 1.58646 0.94920  -0.397
11 H 2.42288 -0.06744 -1.84202  0.262
12 H -3.11557 1.77186 0.78004  0.217
13 H -1.70889 0.89078 1.71724  0.224
14 H -3.41041 0.21664 1.47440  0.228
15 H 3.79353 -1.66469 0.03902  0.262
16 H 2.94805 -2.05782 1.54288  0.279
17 H 2.11065 -2.48986 0.13955  0.259
18 H -2.32949 -0.95810 -0.07982  0.213
19 H -3.22903 0.10294 -0.96817  0.234
20 H -1.25963 1.24840 -1.85639  0.267
21 H -0.82839 -0.46343 -1.81833  0.213

Properties
Frontier orbital gap in eV: 9.028
E_LUMO in hartree: -0.203
Molar mass in g/mol: 139.178
Calculated total energy in eV: -12450.3562
Energy relative to the best compared isomer or geometry (same formula, charge and spin) in kJ/mol: 779.4
Spin multiplicity: 1
Net charge: +1

Molecular formula: C7H11N2O2
Method: DFT, ωB97M-V/def2-TZVPD

Last column: natural (NBO) charge in e.
Element x y z (Å)
1 C 2.29015 2.21521 -0.19588  -0.749
2 C 1.71612 2.99469 1.03147  0.754
3 O 0.59379 3.46844 1.00742  -0.766
4 O 2.52023 3.09432 2.00614  -0.785
5 H 2.95860 2.55326 -0.79449  0.204
6 H 1.50526 2.06415 -0.95399  0.184
7 H 2.78981 1.34175 0.10909  0.205
8 C -1.47976 -2.47996 -0.62382  -0.410
9 C -0.07636 -3.11566 -0.58860  -0.623
10 C -1.42670 -1.07345 -0.15525  0.042
11 C -0.31940 -0.24816 -0.06533  -0.115
12 C -2.08335 0.84541 0.57060  0.178
13 N -2.53590 -0.33397 0.20986  -0.504
14 N -0.76133 0.97260 0.38821  -0.540
15 H -1.92850 -2.69676 -1.65196  0.197
16 H -2.40064 -2.99767 -0.03695  0.205
17 H -0.03520 -3.85713 -1.38047  0.205
18 H 0.77806 -0.41607 -0.27567  0.216
19 H -2.83600 1.57755 1.08854  0.199
20 H -0.09404 1.74685 0.59230  0.476
21 H 0.17896 -3.31267 0.41731  0.214
22 H 0.64619 -2.34272 -0.69854  0.213

Properties
Frontier orbital gap in eV: 7.790
E_LUMO in hartree: 0.124
Molar mass in g/mol: 155.177
Calculated total energy in eV: -14513.0971
Energy relative to the best compared isomer or geometry (same formula, charge and spin) in kJ/mol: 179.8
Spin multiplicity: 1
Net charge: -1

Molecular formula: C7H11N2O2
Method: DFT, ωB97M-V/def2-TZVPD

Last column: natural (NBO) charge in e.
Element x y z (Å)
1 C -2.14842 0.48443 1.22902  -0.521
2 C -1.15162 -0.38809 2.01807  -0.605
3 C -1.45664 1.64625 0.43352  0.764
4 O -0.34190 1.95841 0.90348  -0.808
5 O -2.01117 2.18248 -0.55242  -0.781
6 H -2.73017 -0.17501 0.58297  0.190
7 H -2.89349 0.84172 1.95335  0.197
8 H -1.27164 -0.27223 3.08880  0.186
9 H -0.13064 -0.33956 1.64787  0.236
10 H -1.44436 -1.44088 1.85776  0.173
11 C 0.70624 -2.16866 -1.49007  -0.640
12 C 0.62526 0.37037 -1.18163  -0.099
13 C 1.26259 -0.83893 -1.09915  0.068
14 C 2.72460 0.64689 -0.54009  0.151
15 N 1.57348 1.31765 -0.88701  -0.529
16 N 2.59465 -0.62566 -0.83256  -0.502
17 H -0.35409 0.80598 -1.30224  0.253
18 H 1.20888 2.16501 -0.45837  0.452
19 H 1.31051 -3.02008 -1.19288  0.218
20 H 0.73427 -2.20586 -2.60037  0.199
21 H 3.56963 1.22538 -0.21417  0.176
22 H -0.37598 -2.16963 -1.36387  0.221

Properties
Frontier orbital gap in eV: 8.436
E_LUMO in hartree: 0.142
Molar mass in g/mol: 155.177
Calculated total energy in eV: -14514.0479
Energy relative to the best compared isomer or geometry (same formula, charge and spin) in kJ/mol: 88.1
Spin multiplicity: 1
Net charge: -1

Molecular formula: C7H11N2O2
Method: DFT, ωB97M-V/def2-TZVPD

Last column: natural (NBO) charge in e.
Element x y z (Å)
1 C -2.40644 1.07953 -0.42801  0.389
2 C 3.46329 0.13708 -0.08833  -0.406
3 C 2.40195 -0.69394 -0.25197  -0.052
4 C -1.10294 -1.18260 -0.12469  0.883
5 C -0.33588 1.82933 0.44608  -0.281
6 C 0.61451 1.03866 -0.50199  -0.285
7 C -1.99858 -2.22927 0.50279  -0.700
8 N -1.77465 2.01003 0.05657  -0.343
9 N 1.11542 -0.20080 0.00462  -0.095
10 O -1.84957 -0.23717 -0.75459  -0.549
11 O 0.15831 -1.31903 0.04006  -0.270
12 H -3.41621 1.00953 -0.84707  0.231
13 H 4.51667 -0.16180 -0.14171  0.249
14 H 3.27417 1.11017 0.17827  0.191
15 H 2.35955 -1.77301 -0.46813  0.241
16 H -0.46143 1.35700 1.50527  0.245
17 H 0.18291 2.83219 0.50177  0.253
18 H 0.27773 0.89346 -1.47443  0.223
19 H 1.51291 1.65259 -0.53599  0.263
20 H -1.70844 -2.14673 1.56013  0.270
21 H -2.97256 -1.76823 0.50015  0.259
22 H -1.85069 -3.23698 0.32119  0.284

Properties
Frontier orbital gap in eV: 7.889
E_LUMO in hartree: -0.177
Molar mass in g/mol: 155.177
Calculated total energy in eV: -14500.1632
Energy relative to the best compared isomer or geometry (same formula, charge and spin) in kJ/mol: 481.1
Spin multiplicity: 1
Net charge: +1

Molecular formula: C7H11N2O2
Method: DFT, ωB97M-V/def2-TZVPD

Last column: natural (NBO) charge in e.
Element x y z (Å)
1 C 3.78151 -0.09949 -0.17074  0.452
2 C 2.38496 -0.37552 0.50006  0.435
3 C 2.97061 0.48886 -1.28308  -0.136
4 C -0.06290 -0.06166 -0.56896  0.169
5 C 1.71982 0.11395 -0.72666  -0.126
6 C -0.57332 -2.44615 -0.08087  -0.420
7 C -0.19923 1.83153 1.24652  -0.373
8 N -0.40903 -1.05441 0.35561  -0.626
9 N -0.54651 1.29340 -0.13370  -0.505
10 O 4.94109 -0.20595 0.03214  -0.415
11 O 1.93238 -0.56932 1.59675  -0.537
12 H 3.20642 1.01933 -2.10158  0.229
13 H -0.41983 -0.39865 -1.46454  0.233
14 H 0.45515 -3.07649 -0.12624  0.210
15 H -1.34649 -3.01493 0.43340  0.239
16 H -1.04673 -2.30724 -1.02248  0.198
17 H 0.79067 2.09715 1.10065  0.220
18 H -0.74914 2.65330 1.37882  0.224
19 H -0.20438 1.15905 1.96764  0.241
20 H 0.15152 -0.91529 1.15533  0.407
21 H -0.32077 2.00851 -0.88695  0.444
22 H -1.49275 1.40831 0.00120  0.436

Properties
Frontier orbital gap in eV: 8.953
E_LUMO in hartree: -0.155
Molar mass in g/mol: 155.177
SMILES: CN[C@@H]([NH2+]C)c1cc(=O)c1=O
Calculated total energy in eV: -14500.8770
Energy relative to the best compared isomer or geometry (same formula, charge and spin) in kJ/mol: 412.2
Spin multiplicity: 1
Net charge: +1

Molecular formula: C7H11N2O2
Method: DFT, ωB97M-V/def2-TZVPD

Last column: natural (NBO) charge in e.
Element x y z (Å)
1 C -1.76470 -0.89070 -0.98654  -0.284
2 C -0.54396 -0.43431 -1.21488  -0.177
3 C -2.39315 -0.64083 0.37013  0.254
4 C -1.73021 1.54965 0.33090  0.405
5 C 0.34778 0.25115 -0.09460  0.665
6 C 2.52638 1.12411 -0.12045  -0.305
7 C 0.80310 -1.84421 0.79201  -0.264
8 N -2.34835 0.54234 0.81307  -0.383
9 N -0.43982 1.58663 0.10506  -0.512
10 O 1.53093 0.37591 -0.82541  -0.505
11 O 0.53019 -0.41879 1.05119  -0.518
12 H -2.46754 -1.45225 -1.57700  0.255
13 H -0.24409 -0.64003 -2.26184  0.269
14 H -2.85314 -1.37525 0.82543  0.200
15 H -2.28772 2.40900 0.24790  0.225
16 H 2.31881 2.08780 0.10200  0.176
17 H 3.52930 1.04350 -0.63673  0.232
18 H 2.90199 0.77872 0.89252  0.202
19 H 0.73118 -2.30403 1.81968  0.224
20 H 1.76939 -1.83500 0.50474  0.198
21 H 0.20312 -2.38685 0.08359  0.203
22 H -0.11948 2.47344 -0.22076  0.439

Properties
Frontier orbital gap in eV: 9.891
E_LUMO in hartree: -0.175
Molar mass in g/mol: 155.177
SMILES: COC1(OC)C=CC=NC=[NH+]1
Calculated total energy in eV: -14502.0342
Energy relative to the best compared isomer or geometry (same formula, charge and spin) in kJ/mol: 300.6
Spin multiplicity: 1
Net charge: +1

Molecular formula: C7H11N2O2
Method: DFT, ωB97M-V/def2-TZVPD

Last column: natural (NBO) charge in e.
Element x y z (Å)
1 C -0.09580 0.98165 0.12690  0.114
2 C 0.40678 1.77686 1.27683  -0.172
3 C 2.21587 0.88973 -0.11792  0.822
4 C 0.31291 1.51122 -1.25096  -0.102
5 C -1.26175 0.00699 0.29629  -0.220
6 C -0.42823 -2.01436 1.25025  -0.310
7 C -0.76354 -1.93335 -1.10180  -0.404
8 N 1.14247 0.63206 0.78444  -0.045
9 N -0.81726 -1.38170 0.22382  -0.388
10 O 3.35391 0.67535 0.10812  -0.419
11 O 1.72130 1.34002 -1.28923  -0.419
12 H -0.12922 0.95739 -2.08392  0.245
13 H 0.08582 2.57427 -1.38064  0.249
14 H 0.80324 2.76709 1.09542  0.253
15 H -2.00379 0.19279 -0.48132  0.245
16 H -1.72608 0.17959 1.27089  0.236
17 H -0.47129 -1.56193 2.23202  0.185
18 H -0.05718 -3.02726 1.16239  0.213
19 H -0.02740 1.63866 2.25840  0.285
20 H -0.25550 -2.90004 -1.11714  0.242
21 H -1.77531 -2.05365 -1.49505  0.214
22 H -0.22996 -1.25138 -1.76779  0.176

Properties
Frontier orbital gap (alpha / beta) in eV: 6.083 / 5.134
E_LUMO (alpha / beta) in hartree: -0.121 / -0.352
Molar mass in g/mol: 155.177
Calculated total energy in eV: -14499.4040
Energy relative to the best compared isomer or geometry (same formula, charge and spin) in kJ/mol: 349.2
Spin multiplicity: 3
Net charge: +1

Molecular formula: C7H11N2P
Method: DFT, ωB97M-V/def2-TZVPD

Last column: natural (NBO) charge in e.
Element x y z (Å)
1 C 1.39769 0.54514 0.27208  -0.389
2 C 0.61650 1.64409 0.27246  0.168
3 C 0.83865 -0.80170 0.26762  0.146
4 C -1.58952 0.71095 0.29235  0.077
5 C 1.22681 2.92472 0.57642  -0.629
6 C 1.84378 -1.96752 0.24030  -0.647
7 C -3.30412 -1.43633 -0.15378  -0.912
8 N -0.75664 1.58461 0.14389  -0.402
9 N -0.35128 -1.19342 0.49023  -0.292
10 P -3.30922 0.38480 0.18049  0.620
11 H 2.48986 0.52887 0.46231  0.223
12 H 0.76297 3.25707 1.47608  0.223
13 H 2.31043 2.72756 0.57892  0.223
14 H 0.88209 3.64584 -0.05453  0.222
15 H 1.90261 -2.06707 -0.86390  0.229
16 H 2.86482 -1.94364 0.71229  0.233
17 H 1.34226 -2.87988 0.53449  0.229
18 H -3.84069 -1.90958 0.73972  0.233
19 H -2.33828 -1.85004 -0.20962  0.269
20 H -3.92888 -1.77082 -0.98002  0.230
21 H -3.44578 0.25259 1.50232  -0.054

Properties
Frontier orbital gap (alpha / beta) in eV: 5.971 / 7.534
E_LUMO (alpha / beta) in hartree: 0.014 / -0.039
Molar mass in g/mol: 154.153
Calculated total energy in eV: -19700.2046
Energy relative to the best compared isomer or geometry (same formula, charge and spin) in kJ/mol: 0.0
Spin multiplicity: 3
Net charge: 0

Molecular formula: C7H11N2S2
Method: DFT, ωB97M-V/def2-TZVPD

Last column: natural (NBO) charge in e.
Element x y z (Å)
1 C 0.81217 -2.59346 3.03584  0.019
2 C 2.05548 -2.64485 2.53104  -0.382
3 C 0.70999 -0.67511 1.69369  -0.352
4 C -0.55667 2.37939 -2.44364  -0.232
5 C -2.08270 2.25097 -1.89143  -0.558
6 C -0.47576 0.32895 -1.16152  -0.010
7 C 0.18426 -0.63486 -0.46321  -0.244
8 N 0.02146 -1.56868 2.50557  -0.504
9 N 0.17931 1.26641 -1.88353  -0.520
10 S 2.34492 -1.11566 1.61709  0.455
11 S -2.14616 0.75711 -0.83592  0.337
12 H 0.32382 -3.27051 3.65245  0.238
13 H 2.99113 -3.14210 2.52787  0.270
14 H -0.66076 2.45657 -3.62794  0.221
15 H -0.04297 3.32210 -2.28795  0.229
16 H -2.38640 3.14826 -1.18361  0.265
17 H -2.72956 2.06951 -2.81859  0.257
18 H 1.13080 -0.65958 -0.87823  0.200
19 H -0.24483 -1.59936 -0.40065  0.226
20 H 0.34269 0.26357 1.69110  0.238
21 H 1.11787 1.11010 -2.24497  0.422
22 H -0.88809 -1.44875 2.86656  0.427

Properties
Frontier orbital gap (alpha / beta) in eV: 6.579 / 6.512
E_LUMO (alpha / beta) in hartree: -0.089 / -0.225
Molar mass in g/mol: 187.313
Calculated total energy in eV: -32076.5867
Energy relative to the best compared isomer or geometry (same formula, charge and spin) in kJ/mol: 117.0
Spin multiplicity: 3
Net charge: +1